A 3-piece molecular cluster, C4H16NO2 overall at a distorted geometry. Source: the Open Molecules 2025 dataset; level of theory: ωB97M-V/def2-TZVPD.

Calculated values
E   -366.98937 Eh
Energy above the lowest of the compared OMol25 structures with the same formula, charge and spin   105.4 kJ/mol
Gap between HOMO and LUMO   11.68 eV
Strongest force on any atom   3.0 eV/Å
LUMO   -3.06 eV

Geometry as ORCA input:
```
! wB97M-V def2-TZVPD RIJCOSX def2/J DEFGRID3
* xyz 1 1
O -2.51998 -2.03489 0.75601
O 2.66929 -1.42120 -0.04661
N -0.04895 -1.11228 0.55023
C -0.66039 0.27506 0.49023
C -0.76417 2.60422 -0.67387
C -0.18441 1.22328 -0.58401
C 1.39112 1.31846 -0.61386
H -2.97950 -2.02571 -0.09347
H 1.76465 1.34947 -1.66525
H -0.95342 3.20917 0.23482
H 3.29714 -1.99540 0.40321
H -0.58862 0.66270 1.53968
H -0.14750 3.23282 -1.28795
H -0.55371 0.77549 -1.53771
H 1.84717 0.59749 0.04711
H 3.12078 -0.93313 -0.75308
H -1.73187 0.11538 0.35406
H -0.16946 -1.66124 -0.31118
H -2.90683 -2.80584 1.19171
H -0.45269 -1.60208 1.35169
H -1.77730 2.60014 -1.19273
H 1.56747 2.37374 -0.29108
H 0.94745 -1.10228 0.80408
*
```

Atomic partial charges in e from the Löwdin method, atoms 1 to 5: -0.0453 -0.0587 0.1645 -0.1394 -0.0885

***

A 3-piece molecular cluster, C4H16NO2 overall at a distorted geometry. Source: the Open Molecules 2025 dataset; level of theory: ωB97M-V/def2-TZVPD.

Calculated values
E   -366.90818 Eh
Energy above the lowest of the compared OMol25 structures with the same formula, charge and spin   318.5 kJ/mol
Gap between HOMO and LUMO   12.17 eV
Strongest force on any atom   8.0 eV/Å
LUMO   -2.81 eV

Geometry as ORCA input:
```
! wB97M-V def2-TZVPD RIJCOSX def2/J DEFGRID3
* xyz 1 1
O 1.31620 0.19540 2.86436
O -1.05861 -3.54306 0.53088
N -0.02379 0.43360 0.09033
C -0.78168 2.81318 0.01572
C 0.09874 -0.91653 -0.71051
C 0.94089 -0.71820 -2.03740
C -1.17819 1.30114 -0.26548
H -0.27705 -3.73932 0.99990
H -1.67702 1.00612 -1.23210
H 0.85674 0.94388 -0.14644
H -0.98569 -1.40782 -0.95276
H 0.61240 -0.86866 -3.04994
H -0.01650 2.97652 -0.52161
H -1.69692 3.44872 -0.26842
H 2.17539 0.29348 2.78192
H 0.16355 0.25996 1.06008
H -0.58913 2.89830 1.12137
H -0.77592 -3.92631 -0.31585
H 1.59871 0.30023 -2.12754
H -1.93349 1.21638 0.54158
H 0.36372 -1.65521 -0.00176
H 1.77047 -1.49472 -2.14672
H 1.09718 0.18292 3.77038
*
```

Atomic partial charges in e from the Löwdin method, atoms 1 to 5: 0.0511 -0.0371 0.0277 -0.0326 -0.1346

***

A 4-piece molecular cluster, C4H16NO3 overall at a distorted geometry. Source: the Open Molecules 2025 dataset; level of theory: ωB97M-V/def2-TZVPD.

Calculated values
E   -442.20049 Eh
Energy above the lowest of the compared OMol25 structures with the same formula, charge and spin   168.3 kJ/mol
Gap between HOMO and LUMO   9.07 eV
Strongest force on any atom   1.8 eV/Å
LUMO   -4.49 eV

Geometry as ORCA input:
```
! wB97M-V def2-TZVPD RIJCOSX def2/J DEFGRID3
* xyz 1 1
O -1.28459 -2.67033 4.98656
O -1.11886 -0.74161 0.51440
O 0.85512 1.48385 4.71405
N -0.74713 0.14429 -2.12337
C -1.74213 -0.57136 -2.39497
C 1.54980 0.45594 -3.05572
C 2.33461 1.50863 -2.23814
C 0.06065 0.74484 -3.17886
H -0.78741 -2.10972 5.58815
H 3.30271 1.67412 -2.71761
H 1.66148 -0.47647 -2.50498
H 0.19251 2.01042 5.17048
H -1.61610 -1.43597 0.96032
H -0.29460 0.44533 -4.12670
H -0.65953 0.41398 -1.13996
H 1.67515 1.66183 5.18629
H 2.00799 0.35641 -4.03041
H -0.25552 -0.70150 0.94574
H -2.39014 -1.04041 -1.67106
H 1.91104 2.50272 -2.11702
H -2.07446 -0.69503 -3.42192
H -0.85370 -3.52904 5.04927
H 2.65114 1.08029 -1.28525
H -0.11466 1.81995 -3.12652
*
```

Atomic partial charges in e from the Löwdin method, atoms 1 to 5: -0.0645 -0.0455 -0.0663 0.0624 0.1697

***

A 5-piece molecular cluster, C4H16NO4 overall at a distorted geometry. Source: the Open Molecules 2025 dataset; level of theory: ωB97M-V/def2-TZVPD.

Calculated values
E   -517.43320 Eh
Energy above the lowest of the compared OMol25 structures with the same formula, charge and spin   212.7 kJ/mol
Gap between HOMO and LUMO   10.21 eV
Strongest force on any atom   1.7 eV/Å
LUMO   -3.86 eV

Geometry as ORCA input:
```
! wB97M-V def2-TZVPD RIJCOSX def2/J DEFGRID3
* xyz 1 1
O 1.52358 2.77396 -1.59278
O 0.57269 0.01374 -1.63263
O -3.39009 -0.16030 -0.15918
O 0.05312 -2.41533 -3.40248
N 0.02207 1.26687 0.71698
C -1.18975 1.49747 0.43735
C 0.54989 0.44181 1.77632
C 0.55598 -0.87531 1.78956
C 1.26818 -1.72458 2.77874
H 1.92656 2.17703 -2.22498
H 1.08959 1.04007 2.50131
H 1.21299 -0.70856 -1.70811
H -0.70608 -2.89776 -3.05334
H -1.34693 2.10922 -0.44421
H 1.85522 -2.47012 2.24177
H 0.80504 0.51560 -2.42182
H -0.20716 -1.49298 -3.31068
H -4.05711 0.41336 -0.55592
H -0.01987 -1.41743 1.04262
H -2.05272 1.36809 1.07163
H 1.94748 -1.18030 3.43067
H 2.21316 3.19066 -1.07219
H -3.88800 -0.80656 0.34502
H 0.74841 1.58688 0.07524
H 0.51375 -2.24553 3.37113
*
```

Atomic partial charges in e from the Löwdin method, atoms 1 to 5: -0.0349 -0.0434 -0.0538 -0.0551 0.0432

***

A 4-piece molecular cluster, C4H16NO4 overall at a distorted geometry. Source: the Open Molecules 2025 dataset; level of theory: ωB97M-V/def2-TZVPD.

Calculated values
E   -517.40942 Eh
Energy above the lowest of the compared OMol25 structures with the same formula, charge and spin   275.2 kJ/mol
Gap between HOMO and LUMO   10.44 eV
Strongest force on any atom   4.4 eV/Å
LUMO   -3.04 eV

Geometry as ORCA input:
```
! wB97M-V def2-TZVPD RIJCOSX def2/J DEFGRID3
* xyz 1 1
O -0.36619 1.60973 1.15920
O -0.01058 -2.40171 1.76818
O 1.74730 1.97421 0.04482
O 1.73596 -0.53025 0.99522
N -0.31501 -1.73151 -0.82338
C 0.06620 0.37101 -2.00465
C -1.82824 0.17834 -0.25968
C -1.15071 1.43882 0.25174
C -1.00034 -0.57439 -1.39357
H -2.13616 -0.45940 0.48295
H 1.98986 0.10804 1.60093
H 0.95936 0.47902 -1.44100
H -0.26757 -1.93966 2.57256
H 2.53440 2.36650 -0.25688
H 0.01433 -1.50990 0.05970
H 0.88537 -2.10020 1.84298
H -1.19316 2.25856 -0.35232
H -0.41970 1.40580 -2.11046
H -2.77775 0.67177 -0.79047
H -1.02687 -2.45977 -0.71293
H -1.81264 -0.89448 -2.15848
H 0.04603 0.26012 -3.09365
H 0.49948 -2.00599 -1.32978
H 2.37470 -0.43866 0.25449
H 1.16201 2.68037 -0.10643
*
```

Atomic partial charges in e from the Löwdin method, atoms 1 to 5: 0.0628 -0.0442 -0.0236 -0.0327 0.2190

***

A 4-piece molecular cluster, C4H16O4 overall at a distorted geometry. Source: the Open Molecules 2025 dataset; level of theory: ωB97M-V/def2-TZVPD.

Calculated values
E   -462.84822 Eh
Energy above the lowest of the compared OMol25 structures with the same formula, charge and spin   298.6 kJ/mol
Gap between HOMO and LUMO   10.55 eV
SMILES   CO.CO.CO.CO
Strongest force on any atom   2.6 eV/Å
LUMO   0.50 eV

Geometry as ORCA input:
```
! wB97M-V def2-TZVPD RIJCOSX def2/J DEFGRID3
* xyz 0 1
O 17.40504 0.94829 15.31622
O 19.56669 -0.23892 20.69542
O 18.00885 5.73746 21.67364
O 18.39859 2.77194 20.21507
C 19.44895 3.23919 19.48432
C 17.30040 1.90870 16.36543
C 20.19755 -0.97859 21.72650
C 19.13417 6.57037 21.29838
H 18.76701 7.59657 21.28420
H 18.14716 5.48429 22.58927
H 20.00456 6.59146 21.95418
H 18.29735 3.41616 20.91957
H 19.66958 -1.83892 22.13781
H 19.63957 4.31019 19.55301
H 21.11440 -1.48987 21.43310
H 20.42184 -0.35617 22.59275
H 17.44545 2.92430 15.99717
H 16.96889 1.42488 14.60612
H 16.43484 1.70586 16.99611
H 19.61580 0.65381 21.04502
H 19.40470 2.88256 18.45527
H 19.44951 6.27736 20.29697
H 18.06803 1.75534 17.12393
H 20.39573 2.92990 19.92710
*
```

Atomic partial charges in e from the Löwdin method, atoms 1 to 5: -0.1147 -0.1015 -0.1222 -0.0869 -0.1976